Molecular formula: C4H16O4
Method: DFT, wB97M-V/def2-TZVPD

```
! wB97M-V def2-TZVPD RIJCOSX def2/J DEFGRID3
* xyz 0 1
O 3.408 1.184 0.667
O -0.056 -0.024 -1.963
O -2.131 1.971 -0.648
O 2.024 2.446 -1.785
C 0.692 -1.890 1.217
C -1.087 -0.233 1.695
C -0.550 -1.499 1.032
C -1.570 -2.384 0.334
H -1.611 2.378 -1.350
H 1.098 -2.788 0.747
H 1.502 -1.293 1.638
H 3.854 0.465 0.198
H -0.792 0.562 -1.757
H -2.594 -2.087 0.517
H -2.496 2.742 -0.197
H -1.320 -3.408 0.585
H 2.998 1.698 -0.047
H -0.549 0.622 1.307
H -0.185 -0.715 -1.300
H 1.511 3.241 -1.966
H -0.856 -0.237 2.755
H -1.421 -2.369 -0.752
H -2.161 -0.191 1.525
H 2.288 1.810 -2.452
*
```

HOMO   -9.1 eV
Gap between HOMO and LUMO   0.343 hartree
Structure (SMILES)   C=C(C)C.O.O.O.O
LUMO   0.22 eV
Electronic energy   -12596.4455 eV
Energy relative to the best compared isomer or geometry (same formula, charge and spin)   32.1 kcal per mole


Molecular formula: C3H10S2
Method: DFT, wB97M-V/def2-TZVPD

```
! wB97M-V def2-TZVPD RIJCOSX def2/J DEFGRID3
* xyz 0 1
S -2.172 1.134 0.692
S 0.074 0.647 -2.791
C -0.614 0.586 1.523
C -0.128 -0.840 1.272
C 1.427 -0.324 -2.078
H 0.064 1.696 -1.959
H -0.917 0.639 2.569
H -2.817 0.391 1.642
H -0.977 -1.521 1.196
H 0.441 -0.867 0.350
H 0.423 -1.153 2.160
H 2.255 -0.401 -2.785
H 1.781 -0.018 -1.108
H 0.110 1.384 1.379
H 1.051 -1.352 -2.063
*
```

HOMO   -8.8 eV
Gap between HOMO and LUMO   0.353 hartree
Structure (SMILES)   CCS.CS
LUMO   0.78 eV
Electronic energy   -24942.9578 eV
Energy relative to the best compared isomer or geometry (same formula, charge and spin)   17.0 kcal per mole


Molecular formula: C30H63N6O9S4
Method: DFT, wB97M-V/def2-TZVPD

```
! wB97M-V def2-TZVPD RIJCOSX def2/J DEFGRID3
* xyz 1 1
S 2.143 -4.422 3.772
S -1.839 3.602 -6.502
S -3.400 -1.613 0.089
S -4.870 1.132 -4.470
O -1.090 2.891 -7.511
O 1.268 -3.414 3.212
O -3.426 -0.277 0.639
O 1.900 -5.019 5.062
O -3.792 -2.772 0.859
O 3.088 0.573 4.379
O -4.020 0.221 -5.204
O -3.280 3.523 -6.414
O -4.379 1.922 -3.361
N 3.421 1.758 1.563
N 4.202 0.804 2.188
N 7.170 -0.744 -1.462
N 5.946 -0.734 2.585
N 5.940 0.298 0.438
N 4.004 0.303 3.441
C 1.773 2.337 -0.212
C -6.343 0.249 -3.958
C -0.731 2.037 0.730
C -1.785 -1.902 -0.629
C -2.321 -1.666 5.173
C -6.956 1.464 -6.015
C -4.302 -1.610 -1.450
C 0.298 -1.135 5.517
C -3.257 -1.249 -2.499
C -0.052 4.264 -4.709
C 0.616 0.354 5.035
C 0.931 1.284 6.301
C -1.342 5.321 -6.527
C -1.143 3.218 -4.905
C 7.177 -0.388 -0.011
C 2.381 -5.730 2.573
C -0.805 -1.550 3.093
C -0.810 -1.894 4.651
C -2.008 -2.055 -2.136
C 5.053 -0.609 3.692
C 0.533 3.001 0.533
C -0.655 5.587 -5.186
C 5.357 0.175 1.635
C 4.641 -5.002 3.245
C 3.833 -5.620 2.101
C 1.720 0.395 3.890
C 2.450 1.128 0.615
C 3.822 -3.816 3.735
C -7.510 0.894 -4.708
C -5.683 2.210 -5.634
H 0.229 2.192 6.306
H -1.351 -2.801 -0.192
H 4.040 2.404 1.060
H 2.575 3.153 -0.326
H 0.104 6.366 -5.280
H 1.684 -0.520 3.217
H -7.674 2.123 -6.507
H -1.622 2.471 0.153
H 1.484 1.321 3.250
H -2.223 5.949 -6.660
H -1.935 3.330 -4.160
H -0.575 0.975 0.360
H 0.168 3.896 -0.083
H 1.555 1.947 -1.253
H 3.862 -2.988 3.023
H 5.304 -1.240 4.591
H 7.432 -1.330 0.562
H -1.641 -2.158 2.601
H 2.981 0.466 -0.155
H -0.604 -3.015 4.774
H 4.113 -3.472 4.728
H -8.309 0.171 -4.889
H -6.221 -0.800 -4.233
H 1.632 0.543 1.135
H -2.896 -2.609 4.864
H -0.766 2.196 -4.900
H -7.932 1.705 -4.106
H -0.656 5.461 -7.364
H 0.269 4.317 -3.666
H 1.235 -1.799 5.552
H 1.679 -5.596 1.750
H 8.043 0.343 0.188
H -0.088 -1.125 6.599
H -0.358 0.752 4.577
H -1.050 -0.441 2.929
H -5.123 -0.897 -1.398
H 5.493 0.949 -0.229
H -2.382 -1.461 6.285
H 0.871 3.428 1.540
H -2.172 -3.110 -2.378
H 0.795 0.707 7.279
H -1.393 5.935 -4.457
H 4.227 -6.595 1.810
H 0.821 4.014 -5.320
H -4.689 -2.619 -1.612
H 0.155 -1.848 2.561
H 3.887 -4.968 1.223
H -1.157 -1.038 -0.404
H 1.984 1.708 6.330
H 4.760 -5.733 4.050
H -5.915 3.144 -5.118
H -6.719 0.647 -6.704
H -5.029 2.402 -6.479
H 7.531 0.080 -1.956
H -2.747 -0.805 4.543
H 2.193 -6.682 3.071
H -6.460 0.338 -2.878
H -1.050 2.041 1.830
H -3.606 -1.475 -3.507
H -3.033 -0.179 -2.452
H -1.134 -1.722 -2.699
H 7.898 -1.476 -1.540
H 5.636 -4.694 2.918
*
```

HOMO   -11.7 eV
Gap between HOMO and LUMO   0.331 hartree
LUMO   -2.71 eV
Electronic energy   -102827.3958 eV


HOMO of number 3 (C30H63N6O9S4)?
-11.7 eV